ORCA calculation (ωB97M-V/def2-TZVPD) on a single C20H26N4O2S molecule at a distorted geometry.

Atoms and positions in Å:
C  -4.82016  -1.67148  1.39983
C  -3.37971  -1.33897  1.15675
C  -2.58375  -2.12941  0.33684
C  -1.26009  -1.79529  0.10890
C  -0.72274  -0.66094  0.68852
C  -1.49750  0.13896  1.51838
C  -0.93433  1.40945  2.08226
C  -1.21830  2.57835  1.11992
N  -0.51450  2.41482  -0.13285
C  0.80968  2.99719  -0.23473
C  2.00917  2.12317  0.18891
O  2.72772  2.44886  1.11272
N  2.20391  1.04575  -0.58701
C  3.48970  0.36101  -0.64765
C  3.79567  -0.47097  0.60467
C  2.96047  -1.74305  0.70462
C  3.05638  -2.56661  -0.57555
C  2.63538  -1.72631  -1.77673
C  3.53975  -0.50381  -1.90528
C  -0.93429  1.64423  -1.15434
O  -0.18522  1.33750  -2.08143
C  -2.34537  1.19074  -1.21017
C  -2.74366  0.14339  -2.01754
S  -4.42615  -0.02180  -1.89567
N  -4.51066  1.25811  -0.84305
N  -3.39466  1.76783  -0.58986
C  -2.82104  -0.21104  1.74403
H  -5.45272  -0.82964  1.11983
H  -5.12295  -2.54370  0.82586
H  -4.98710  -1.87582  2.45662
H  -3.00418  -3.01077  -0.12679
H  -0.64915  -2.41674  -0.52989
H  0.30187  -0.38284  0.49721
H  0.14390  1.32009  2.22823
H  -1.39930  1.63856  3.04177
H  -0.88550  3.51293  1.57533
H  -2.28995  2.64119  0.92521
H  0.97292  3.26731  -1.28402
H  0.83932  3.90018  0.37766
H  1.56450  0.91773  -1.36706
H  4.26230  1.14260  -0.70911
H  4.85358  -0.74023  0.56610
H  3.64172  0.15522  1.48385
H  3.30944  -2.33391  1.55423
H  1.91755  -1.49050  0.89233
H  2.42128  -3.45144  -0.49441
H  4.08572  -2.90557  -0.71570
H  2.69512  -2.32129  -2.69051
H  1.59859  -1.40532  -1.65558
H  3.24602  0.09319  -2.77163
H  4.56963  -0.83255  -2.05814
H  -2.13234  -0.48071  -2.63376
H  -3.43596  0.41235  2.37784

SMILES: Cc1cccc(CCN(CC(=O)NC2CCCCC2)C(=O)c2csnn2)c1
2S+1: 1
Molecular weight, u: 386.52
ΔE to the lowest compared entry with this formula, charge and spin, kcal/mol: 23.4
Electronic energy, Ha: -1545.441524
HOMO energy, hartree: -0.3332
Net charge: 0
Gap between HOMO and LUMO, eV: 9.1652

Results of the Löwdin charge analysis, in e, for atoms 1 through 2: -0.05 -0.29


ORCA calculation (ωB97M-V/def2-TZVPD) on a single C20H26N4O4 molecule at a distorted geometry.

Atoms and positions in Å:
C  -8.75995  2.87129  0.25570
C  -7.60279  2.36707  -0.12724
C  -7.45744  1.22059  -1.08221
N  -6.59113  0.19388  -0.54391
C  -5.39226  -0.07139  -1.07308
O  -4.91936  0.42269  -2.06934
N  -4.63776  -1.05069  -0.37022
C  -4.91955  -1.66864  0.80009
O  -5.95004  -1.53550  1.42711
C  -3.81426  -2.59856  1.29862
O  -2.60390  -2.46922  0.58246
C  -1.69530  -1.58672  1.07239
O  -1.87654  -0.94032  2.07563
C  -0.49472  -1.53083  0.23006
C  -0.47331  -2.37911  -0.89065
N  -0.49104  -3.08410  -1.79720
C  0.50039  -0.66688  0.58738
C  1.73294  -0.43073  -0.05888
C  2.25121  -1.02741  -1.24689
C  3.47806  -0.48809  -1.47868
C  4.40436  -0.75616  -2.61087
N  3.74992  0.42581  -0.47710
C  4.97221  1.17803  -0.35747
C  5.88622  0.66880  0.77118
C  6.31751  -0.77304  0.52064
C  7.10203  1.58355  0.88891
C  2.70671  0.47666  0.38186
C  2.65455  1.37138  1.56684
H  -8.82298  3.70287  0.93605
H  -9.69613  2.47831  -0.10614
H  -6.67005  2.76944  0.24415
H  -6.99103  1.56576  -2.01137
H  -8.43622  0.78794  -1.31175
H  -6.84483  -0.26146  0.32726
H  -3.75551  -1.27363  -0.81927
H  -3.65326  -2.38656  2.36235
H  -4.14772  -3.63307  1.18053
H  0.30044  -0.09962  1.48918
H  1.75931  -1.76371  -1.84719
H  5.36733  -1.12982  -2.26572
H  4.57324  0.14355  -3.20387
H  3.95600  -1.50739  -3.25454
H  5.50715  1.11699  -1.30624
H  4.72901  2.23046  -0.17626
H  5.32937  0.70384  1.71183
H  5.45249  -1.42222  0.40443
H  6.92976  -0.83821  -0.37662
H  6.90626  -1.13904  1.35814
H  7.75125  1.24521  1.69213
H  6.80006  2.60656  1.10194
H  7.67358  1.57955  -0.03679
H  3.23557  2.27668  1.40593
H  3.04420  0.86880  2.45363
H  1.62595  1.65641  1.77311

SMILES: C=CCNC(=O)NC(=O)COC(=O)/C(C#N)=C/c1cc(C)n(CC(C)C)c1C
2S+1: 1
Molecular weight, u: 386.45
ΔE to the lowest compared entry with this formula, charge and spin, kcal/mol: 45.9
Electronic energy, Ha: -1297.739699
HOMO energy, hartree: -0.3032
Net charge: 0
Gap between HOMO and LUMO, eV: 7.9187

Results of the Löwdin charge analysis, in e, for atoms 1 through 2: 0.00 -0.17


ORCA calculation (ωB97M-V/def2-TZVPD) on a single C20H26N4O5 molecule at a distorted geometry.

Atoms and positions in Å:
C  -2.88755  -2.11327  -0.15130
C  -2.23915  -1.76614  -1.48560
C  -1.35255  -2.87960  -2.04485
C  -0.16247  -3.20817  -1.15461
O  0.64002  -2.04270  -0.98407
C  1.59658  -2.12962  -0.04755
O  1.77697  -3.14842  0.58901
C  2.33767  -0.87190  0.09169
C  3.42278  -0.74286  0.89826
C  4.04595  -1.82332  1.71885
N  4.06622  0.46544  1.01817
C  3.71949  1.51492  0.22046
N  4.31311  2.68393  0.09012
C  3.55377  3.28677  -0.85280
N  2.55582  2.56346  -1.29375
N  2.66451  1.41838  -0.60362
C  1.75110  0.29990  -0.67695
C  0.40100  0.71984  -0.12756
C  0.08619  0.53463  1.21244
C  -1.13597  0.92176  1.72966
O  -1.53171  0.75021  3.02516
C  -0.64724  0.10500  3.90507
C  -2.06798  1.54545  0.87639
O  -3.24754  1.90293  1.45269
C  -4.22395  2.52660  0.65826
C  -1.74865  1.74986  -0.45590
C  -0.52189  1.33430  -0.97316
O  -0.16362  1.46366  -2.27984
C  -1.02559  2.14134  -3.15697
H  -2.13842  -2.22027  0.62825
H  -3.45106  -3.04150  -0.22475
H  -3.56630  -1.32000  0.15279
H  -3.02117  -1.55428  -2.21908
H  -1.63399  -0.86843  -1.36447
H  -0.97871  -2.57156  -3.02294
H  -1.93516  -3.79422  -2.17247
H  -0.48306  -3.56434  -0.17033
H  0.45123  -3.99625  -1.60814
H  4.03914  -1.53588  2.76982
H  3.50237  -2.75373  1.60167
H  5.08176  -1.96724  1.41284
H  4.90860  0.54448  1.56521
H  3.75779  4.27467  -1.20919
H  1.61563  0.04348  -1.73513
H  0.81857  0.06134  1.84676
H  -0.40299  -0.90741  3.56515
H  -1.17172  0.04768  4.85762
H  0.27918  0.67485  4.03757
H  -5.06582  2.71390  1.32295
H  -3.86787  3.47928  0.25172
H  -4.55112  1.88010  -0.16355
H  -2.46410  2.22642  -1.10367
H  -0.50859  2.16166  -4.11494
H  -1.98045  1.61605  -3.27364
H  -1.20897  3.16884  -2.82783

SMILES: CCCCOC(=O)C1=C(C)Nc2ncnn2[C@@H]1c1cc(OC)c(OC)cc1OC
2S+1: 1
Molecular weight, u: 402.45
ΔE to the lowest compared entry with this formula, charge and spin, kcal/mol: 87.6
Electronic energy, Ha: -1372.929138
HOMO energy, hartree: -0.2799
Net charge: 0
Gap between HOMO and LUMO, eV: 8.2926

Results of the Löwdin charge analysis, in e, for atoms 1 through 2: -0.09 -0.24


ORCA calculation (ωB97M-V/def2-TZVPD) on a molecular structure, C20H27BCrN11O5S at a distorted geometry.

Atoms and positions in Å:
Cr  0.28364  -0.62452  -1.52014
C  -2.10475  0.36295  -4.00216
C  -2.44397  0.52315  -2.61285
C  -3.48477  1.39443  -2.18793
C  -3.40352  1.44803  -0.78691
N  -2.41605  0.55405  -0.39519
N  -1.84787  -0.00342  -1.55984
B  -1.48979  0.96323  0.78396
N  -0.33977  1.83592  0.25103
C  0.28349  2.93627  0.83464
C  1.42449  3.27022  0.07899
C  1.39121  2.32648  -0.99454
C  2.27298  2.24896  -2.21797
N  0.32872  1.51354  -0.85400
N  -0.98961  -0.41604  1.21790
C  -0.93532  -1.07435  2.42419
C  -0.50767  -2.39325  2.20876
C  -0.31419  -2.46097  0.77152
C  -0.17409  -3.70142  -0.06901
N  -0.49715  -1.25392  0.25113
N  -2.08257  1.72429  2.04911
C  -1.53069  2.11333  3.25602
C  -2.54942  2.54374  4.10568
C  -3.72244  2.29061  3.37319
C  -5.08136  2.55054  3.85362
N  -3.43583  1.81538  2.11985
H  -3.03729  0.47181  -4.65159
H  -1.66434  -0.62769  -4.25368
H  -1.39108  1.14509  -4.28109
H  -4.14489  1.84318  -2.89963
H  -4.06990  1.97775  -0.07183
H  -0.18081  3.33668  1.73944
H  2.18015  4.04015  0.23172
H  2.87760  3.17046  -2.27783
H  1.62417  2.06805  -3.09073
H  2.88754  1.33485  -2.15113
H  -1.06222  -0.55705  3.34475
H  -0.45688  -3.23935  2.94442
H  -0.16445  -4.52273  0.64001
H  0.71890  -3.75596  -0.65351
H  -1.07982  -3.88418  -0.71320
H  -0.48319  2.12247  3.37211
H  -2.51475  2.91561  5.10972
H  -5.13520  3.59446  4.20136
H  -5.26120  1.81683  4.64531
H  -5.77992  2.35801  3.02418
O  -0.14387  -1.75382  -4.96658
S  0.72994  -1.76492  -3.81948
O  1.93899  -2.52293  -4.09208
O  0.03307  -2.30861  -2.47700
O  1.13007  -0.38456  -3.27906
C  5.14430  -2.78357  0.46838
N  3.89877  -2.02828  0.49201
C  3.50400  -1.20019  1.63399
C  2.24414  -0.50390  1.08866
O  1.53161  0.31121  1.74008
N  2.16857  -0.80740  -0.23407
C  3.14120  -1.66584  -0.56943
N  3.35762  -2.25894  -1.77440
H  6.05658  -2.26948  0.17724
H  5.01933  -3.57279  -0.33636
H  5.27712  -3.29326  1.42929
H  4.25252  -0.42020  1.88295
H  3.37349  -1.82475  2.51615
H  2.69269  -2.16194  -2.54978
H  4.15377  -2.88149  -1.91835

2S+1: 6
Molecular weight, u: 596.38
ΔE to the lowest compared entry with this formula, charge and spin, kcal/mol: 62.8
Electronic energy, Ha: -3224.431178
⟨S²⟩: 8.774
HOMO energy (spin up / spin down), hartree: -0.2167 / -0.3240
Net charge: 0
Gap between HOMO and LUMO (spin up / spin down), eV: 6.2846 / 4.1670

Results of the Löwdin charge analysis, in e, for atoms 1 through 2: 0.62 0.00


ORCA calculation (ωB97M-V/def2-TZVPD) on 2 unconnected molecules or ions with the total composition C20H27Cl2N2O5P at a distorted geometry.

Atoms and positions in Å:
N  2.69557  4.00817  1.54854
C  1.67431  3.43694  1.50349
C  0.44103  2.75383  1.44062
C  0.01461  2.02793  2.52057
C  0.59809  2.23428  3.78993
N  1.04334  2.47881  4.84556
C  -1.21799  1.21837  2.49617
O  -1.48154  0.41162  3.38420
C  -2.09809  1.45856  1.32352
Cl  -3.66619  0.79943  1.40834
C  -1.69053  2.22692  0.26980
Cl  -2.70209  2.61577  -1.03851
C  -0.27474  2.67886  0.15631
O  0.29435  2.91696  -0.90836
C  6.12334  0.84794  -2.39944
C  5.65898  1.22981  -0.99794
C  4.22390  0.84090  -0.66722
C  3.95858  1.07648  0.81677
O  2.60510  0.67290  1.19093
P  2.45870  -0.64236  2.18877
O  1.29400  -0.36579  3.30250
C  1.57182  -0.72964  4.70090
C  0.69989  -1.91145  5.09529
C  0.87484  -2.33910  6.55112
C  2.30823  -2.64210  6.97101
O  1.63046  -1.66013  1.17461
C  2.08680  -3.01669  1.13873
C  0.94857  -3.95658  0.76047
C  1.52745  -5.34961  0.57529
C  0.47948  -6.38805  0.21707
H  7.14064  1.22036  -2.54199
H  6.15153  -0.23951  -2.51685
H  5.48625  1.27326  -3.18138
H  6.32271  0.75770  -0.26172
H  5.74747  2.31496  -0.86240
H  3.52429  1.44920  -1.26077
H  4.03537  -0.21480  -0.91564
H  4.69632  0.50777  1.41104
H  4.05964  2.14187  1.05149
H  2.63895  -0.98588  4.79969
H  1.35582  0.15637  5.30762
H  -0.34921  -1.62142  4.93438
H  0.92639  -2.75861  4.42821
H  0.46516  -1.55951  7.20310
H  0.24417  -3.22156  6.70234
H  2.32069  -3.00491  8.00289
H  2.75796  -3.41301  6.33861
H  2.93794  -1.74861  6.93171
H  2.91560  -3.13446  0.42366
H  2.47089  -3.33217  2.12454
H  0.19814  -3.97330  1.56616
H  0.44915  -3.61725  -0.15802
H  2.29227  -5.29870  -0.20867
H  2.04340  -5.62879  1.50230
H  0.97043  -7.34561  0.04235
H  -0.24781  -6.51045  1.02362
H  -0.04845  -6.09456  -0.69318

SMILES: N#CC1=C(C#N)C(=O)C(Cl)=C(Cl)C1=O.CCCCOP(OCCCC)OCCCC
2S+1: 1
Molecular weight, u: 477.32
ΔE to the lowest compared entry with this formula, charge and spin, kcal/mol: 0.4
Electronic energy, Ha: -2525.716282
HOMO energy, hartree: -0.3306
Net charge: 0
Gap between HOMO and LUMO, eV: 6.0959

Results of the Löwdin charge analysis, in e, for atoms 1 through 2: 0.23 -0.13